No. 1
Molecular formula: C16H12Cl2F3N3O6SV
Method: DFT, the ωB97M-V functional and the def2-TZVPD basis

Geometry as XYZ:
```
44
Properties=species:S:1:pos:R:3:forces:R:3:lowdin_charge:R:1
V -1.1397 0.7556 -0.0368 -1.0 -1.0 1.1 0.5482
O 4.6840 -4.5978 0.3793 0.4 -0.1 -0.1 0.1236
C 3.3577 -4.5226 0.5754 -0.5 0.0 0.1 -0.4821
O 2.7510 -5.4737 0.9858 0.2 0.0 -0.1 0.1163
C 2.6996 -3.2052 0.2929 -0.9 -0.1 0.2 -0.1360
C 1.3692 -3.1271 0.5219 0.7 -0.3 -0.2 0.0626
C 0.5751 -1.8696 0.3861 0.0 0.1 -0.7 -0.2365
C 1.4146 -0.6608 0.0382 0.0 -0.4 0.0 -0.2201
C 2.7739 -0.8401 -0.2622 0.5 -0.2 0.1 -0.0220
C 3.4064 -2.0503 -0.1691 0.1 0.7 -0.1 -0.0400
N 0.7875 0.5202 0.0165 0.9 -1.2 -0.2 -0.0717
C 1.4599 1.6795 0.0382 0.6 1.4 0.0 -0.1093
C 0.6938 2.8240 -0.1707 0.6 -0.7 0.1 -0.2687
C 1.1673 4.1560 -0.1962 -0.1 0.4 0.0 -0.0183
C 0.3008 5.1780 -0.4670 0.4 -0.5 0.1 -0.0689
C -1.0371 4.8651 -0.7559 -0.5 -0.3 -0.1 -0.0737
C -1.4457 3.5553 -0.7050 -0.6 1.1 -0.2 -0.1427
N -0.6326 2.5446 -0.3704 0.5 1.7 -0.6 -0.1100
H 5.0647 -3.7684 0.0603 -0.2 -0.1 0.1 0.0893
H 0.8344 -4.0057 0.8487 0.0 -0.1 0.1 0.1294
H -0.2129 -2.0001 -0.3800 0.2 -0.1 0.3 0.1320
H 3.3363 0.0126 -0.6125 0.1 0.0 -0.1 0.1048
H 4.4429 -2.1022 -0.4673 0.1 0.0 -0.1 0.0965
H 2.5224 1.7315 0.2330 0.0 0.0 0.0 0.1170
H 2.2097 4.3389 0.0025 0.2 0.0 0.0 0.1131
H 0.6287 6.2051 -0.4784 0.1 0.1 0.0 0.1067
H -1.7421 5.6418 -0.9977 -0.1 0.0 -0.1 0.0985
H -2.4742 3.2938 -0.9372 0.1 0.0 0.1 0.0960
Cl -1.1448 1.3566 2.2711 0.4 0.1 1.0 0.7662
C -2.8638 1.7792 2.3496 -0.3 0.0 0.2 -0.7942
Cl -3.5332 1.4242 0.7453 -0.6 0.4 0.4 0.7374
H -2.9603 2.8445 2.5685 0.0 -0.3 0.0 0.0551
H -3.3402 1.1354 3.0899 0.0 0.2 -0.1 0.0543
O -1.9002 -1.9862 3.0606 -1.2 -0.2 0.5 0.1633
C -1.0594 -1.8705 2.2720 0.5 0.1 0.3 -0.3816
N -0.0835 -1.6058 1.6437 0.3 0.2 -0.2 0.1584
F -1.4638 -2.6258 -2.8384 0.0 0.3 0.2 0.1390
C -2.6796 -2.2762 -2.4031 0.2 -0.5 -0.2 -0.6303
F -3.4881 -2.2108 -3.4575 0.1 0.4 0.3 0.1536
F -3.1178 -3.2544 -1.6090 -0.1 0.2 0.1 0.1445
S -2.5865 -0.6719 -1.4223 -2.1 -1.9 -2.0 0.4659
O -3.8313 -0.0074 -1.6309 -0.3 0.0 -0.2 -0.2937
O -1.4161 0.0233 -1.9419 1.0 0.4 -0.6 -0.3073
O -2.3289 -1.1317 -0.0692 0.4 -0.1 0.9 -0.3646
```
Forces are in eV/Å.

Results
Relative energy (zero: lowest compared OMol25 entry of this formula, charge and spin)   3.108 eV
Total energy   -3794.7489 a.u.
Strongest force on any atom   0.068 hartree/bohr
Lowest unoccupied orbital energy (alpha / beta)   -0.68 / -0.82 eV
Kohn-Sham gap (alpha / beta)   5.825 / 5.946 eV
Multiplicity   2

No. 2
Molecular formula: H14O7
Method: DFT, the ωB97M-V functional and the def2-TZVPD basis

Geometry as XYZ:
```
21
Properties=species:S:1:pos:R:3:forces:R:3:lowdin_charge:R:1
O -0.0002 2.7160 0.0580 0.2 0.3 -0.4 -0.0819
H 0.6756 2.0686 -0.2835 -0.1 0.3 0.0 0.0117
H 0.0689 3.4876 -0.5306 0.0 -0.5 0.3 0.0699
O 3.2487 -0.1533 1.0159 0.2 0.2 0.6 -0.0623
H 2.8499 0.0707 1.8699 0.2 -0.1 -0.3 0.0629
H 2.6664 -0.8205 0.6274 -0.2 -0.3 -0.1 0.0031
O 1.9023 1.1550 -0.9477 -0.4 0.0 -0.6 -0.0649
H 1.6126 0.2433 -1.1329 0.0 0.2 0.1 0.0286
H 2.5953 1.0252 -0.2902 0.3 -0.1 0.3 0.0195
O -0.9127 -2.7137 0.0597 -0.3 0.3 -0.3 -0.0662
H -1.0178 -3.1601 0.8949 0.1 -0.3 0.4 0.0518
H -1.6935 -2.0997 0.0129 0.4 0.0 0.0 0.0141
O -2.9034 -0.9366 0.0500 0.1 0.4 0.3 -0.0608
H -3.4773 -0.9441 -0.7104 -0.4 -0.1 -0.4 0.0542
H -2.7040 0.0273 0.1646 0.1 -0.2 0.0 0.0214
O 1.4420 -1.6071 -0.6100 -0.2 -0.6 -0.2 -0.0812
H 0.5601 -1.9984 -0.3571 0.3 0.2 0.0 0.0226
H 1.8419 -2.2735 -1.1890 -0.1 0.3 0.2 0.0749
O -2.4782 1.7705 0.1664 -0.4 -0.2 0.3 -0.0699
H -1.5537 2.0807 0.0802 0.4 0.1 -0.1 -0.0064
H -2.7230 2.0622 1.0514 -0.1 0.0 -0.1 0.0589
```
Forces are in eV/Å.

Results
Relative energy (zero: lowest compared OMol25 entry of this formula, charge and spin)   0.207 eV
Total energy   -535.1162 a.u.
Strongest force on any atom   0.013 hartree/bohr
Lowest unoccupied orbital energy   0.63 eV
Kohn-Sham gap   11.850 eV
SMILES string   O.O.O.O.O.O.O

No. 3
Molecular formula: C44H73N18O18
Method: DFT, the ωB97M-V functional and the def2-TZVPD basis

Geometry as XYZ:
```
153
Properties=species:S:1:pos:R:3:forces:R:3:lowdin_charge:R:1
C -0.9275 2.8110 -0.7707 0.8 -0.2 -0.4 -0.0409
C 0.2869 2.2186 -0.0474 -0.5 1.0 0.5 -0.1388
N 0.1212 0.7996 0.1947 0.5 -2.5 0.9 -0.0258
C -0.4622 0.1588 1.2505 -1.1 -2.8 1.5 -0.0092
C -0.4406 -1.2632 1.0439 -0.2 3.0 -1.3 0.0599
N 0.0967 -1.3977 -0.2269 1.6 2.0 1.6 -0.0483
C 0.5657 -0.1752 -0.5756 -0.5 -0.5 -2.6 -0.0186
C 0.5023 -2.6320 -0.8517 0.5 -0.7 -0.8 0.0085
H -0.7105 3.8549 -0.9979 -0.2 0.1 0.2 0.0912
H -1.8269 2.7238 -0.1626 0.0 0.0 -0.2 0.0605
H -1.0783 2.3386 -1.7407 -0.1 -0.1 0.2 0.0576
H 0.3505 2.6903 0.9341 0.2 0.0 0.1 0.1101
H 1.2429 2.3855 -0.5429 -0.1 -0.2 -0.2 0.1300
H -0.8703 0.6527 2.1196 0.0 0.2 -0.2 0.1111
H -0.8170 -2.1705 1.4922 -0.2 0.5 0.6 0.1115
H 1.0897 0.0508 -1.4935 0.0 -0.3 -0.2 0.1444
H -0.0192 -3.4997 -0.4522 -0.3 0.4 -0.1 0.0781
H 1.5624 -2.8489 -0.7164 0.1 0.3 0.3 0.0841
H 0.3890 -2.5414 -1.9314 -0.4 -0.1 0.1 0.0856
C 5.1506 4.0394 2.1052 0.7 -1.2 -0.1 -0.0041
C 4.7174 2.6975 1.9642 -1.1 2.0 0.7 -0.0240
C 4.3907 2.2626 0.7182 1.4 0.2 -1.8 -0.3257
C 4.8127 3.0235 -0.4046 -0.7 -1.2 0.6 0.0120
C 5.3649 4.2602 -0.2521 -0.2 1.3 -0.8 -0.0099
C 5.4428 4.8222 0.9909 0.6 0.7 3.1 -0.3045
O 5.9580 6.0999 1.1735 0.0 -0.5 -1.4 0.0423
O 3.7848 1.0613 0.4497 -0.9 -0.6 0.1 0.0075
H 5.4724 4.3269 3.0962 -0.3 0.5 0.1 0.1130
H 4.3327 2.2236 2.8550 0.5 -0.4 0.0 0.0836
H 4.6575 2.5782 -1.3754 0.0 0.1 0.0 0.0727
H 5.6601 4.9249 -1.0521 0.0 -0.3 -0.4 0.1294
H 5.7575 6.5484 1.9979 -0.3 -0.6 0.2 0.1053
H 4.3429 0.3023 0.6402 0.4 0.1 0.0 0.0825
C 5.6396 -1.2341 -2.1198 -1.8 -1.8 -2.7 0.0387
C 4.9799 -1.5397 -3.3867 0.5 0.5 2.0 0.0096
C 4.1113 -2.6201 -3.5235 -0.1 0.1 0.2 -0.2576
C 3.8468 -3.4106 -2.3815 -0.4 0.7 -0.7 -0.0078
C 4.4067 -3.0873 -1.1550 -0.4 -1.1 -1.2 -0.0399
C 5.3064 -2.0654 -1.0508 0.0 1.5 -0.3 -0.3628
O 5.7387 -1.6685 0.1543 1.3 1.1 1.7 0.0442
O 3.3966 -2.8784 -4.7139 1.2 0.1 1.4 0.0120
H 6.3105 -0.3885 -2.1236 -0.1 0.0 0.6 0.1185
H 4.9886 -0.7475 -4.1220 0.4 -0.3 -0.4 0.1014
H 3.0544 -4.1459 -2.3816 0.2 -0.4 -0.3 0.1063
H 4.1637 -3.7325 -0.3225 0.1 0.2 0.3 0.0990
H 5.3280 -2.0641 0.9262 -0.1 -0.5 -0.4 0.1071
H 3.7002 -2.2969 -5.4164 0.0 0.2 0.0 0.1180
C 3.5288 2.1810 -5.9555 -0.1 -0.1 -2.5 -0.0170
C 2.4844 1.3918 -5.5602 0.2 -1.3 1.2 -0.0010
C 2.4853 0.8829 -4.2576 -0.1 2.2 -0.2 -0.2998
C 3.5234 1.2869 -3.3801 -1.5 -1.0 -0.2 -0.0337
C 4.5629 2.1089 -3.8091 -1.0 -1.7 0.0 -0.0332
C 4.5642 2.4875 -5.1350 1.3 1.3 2.4 -0.3374
O 5.5936 3.3100 -5.4568 0.2 0.5 -2.3 0.0550
O 1.3125 0.3419 -3.7893 1.1 0.0 0.8 -0.0063
H 3.5438 2.4587 -7.0003 0.2 0.4 0.0 0.1276
H 1.6857 1.0574 -6.2070 0.0 0.4 -0.3 0.1278
H 3.3621 0.8410 -2.4078 0.7 0.4 0.5 0.0980
H 5.4519 2.3666 -3.2515 -0.2 -0.1 0.5 0.1091
H 6.1493 3.6036 -4.7325 -0.3 -0.3 0.3 0.1017
H 0.8714 -0.1190 -4.5143 -0.2 -0.7 0.1 0.0478
C -4.7244 0.3919 0.3299 -0.2 -0.5 -0.9 0.0149
C -3.9653 0.7282 1.4459 0.5 -1.0 -1.0 -0.0203
C -3.6579 -0.2938 2.3148 -1.3 -0.9 -0.3 -0.3123
C -4.1742 -1.5906 2.0814 1.6 1.0 2.1 -0.0069
C -4.9458 -1.8877 1.0124 -1.0 -0.3 -2.4 -0.0114
C -5.2621 -0.9054 0.0842 1.2 2.7 1.6 -0.3121
O -6.0500 -1.1170 -0.9997 -0.2 -0.5 -0.2 0.0443
O -2.8880 -0.0054 3.4302 -0.1 -0.5 -0.1 -0.0201
H -4.7775 1.1207 -0.4675 -0.4 0.2 0.0 0.1006
H -3.3933 1.6436 1.4932 -0.5 0.4 0.0 0.0974
H -3.8942 -2.3129 2.8351 -0.1 -0.4 -0.2 0.0949
H -5.2905 -2.8544 0.6716 0.0 -0.5 0.8 0.1268
H -6.7586 -0.4695 -0.9584 -0.1 0.1 -0.2 0.1151
H -3.3954 -0.2944 4.1946 0.3 -0.3 0.4 0.1100
C -2.5965 -2.7691 5.1924 0.8 -0.5 1.1 -0.0204
C -2.4184 -2.1864 6.4674 0.9 0.3 -1.1 0.0107
C -1.2124 -1.5279 6.6701 0.2 0.3 -1.6 -0.3503
C -0.1705 -1.5237 5.7178 -0.9 -0.9 0.0 -0.0172
C -0.2741 -2.2767 4.5502 0.0 1.1 2.2 -0.0237
C -1.4871 -2.9145 4.3502 0.1 -0.6 -1.4 -0.3304
O -1.5744 -3.7519 3.2629 -1.4 0.3 0.6 -0.0089
O -1.0250 -0.7505 7.7535 0.5 -0.2 0.9 0.0566
H -3.5079 -3.2934 4.9436 0.0 -0.1 0.0 0.1150
H -3.0683 -2.2444 7.3284 -0.6 0.1 -0.4 0.1226
H 0.7723 -1.0418 5.9383 0.0 0.3 0.1 0.1090
H 0.6570 -2.3098 4.0029 -0.4 -0.5 -0.8 0.1129
H -0.6945 -3.9858 2.9307 0.1 0.0 -0.4 0.0074
H -0.0638 -0.7301 7.7398 0.1 0.8 1.0 0.0940
C -0.4877 -6.3066 -1.3440 1.3 0.2 1.3 -0.6989
O 0.5020 -5.6295 -1.6025 0.3 0.0 -0.9 0.0095
N -0.8539 -6.4927 -0.0769 -1.0 -0.1 2.4 0.1769
N -1.1883 -7.0396 -2.1944 -0.6 -0.6 -2.6 0.1727
H -1.7770 -6.8164 0.1683 0.2 -0.2 -0.1 0.1145
H -0.2811 -6.1825 0.6940 -0.4 0.4 -0.7 0.0585
H -2.1008 -7.4293 -2.0201 0.3 0.0 0.1 0.1159
H -0.7559 -7.1905 -3.0929 -0.4 0.1 0.0 0.1168
C 1.1744 2.6617 3.9529 -3.8 -0.5 -1.4 -0.7098
O 0.0810 3.0093 3.5148 -0.5 0.7 -0.5 -0.0011
N 1.6476 3.1509 5.0595 2.4 1.2 3.0 0.1951
N 1.7751 1.6320 3.3921 3.0 -1.8 -0.3 0.1949
H 1.1231 3.7619 5.6657 -0.2 0.1 -0.6 0.1326
H 2.5211 2.8264 5.4456 -0.2 0.0 0.0 0.1134
H 2.7284 1.4624 3.6746 -0.2 -0.4 -0.2 0.0843
H 1.4178 1.0363 2.6626 -0.3 0.6 0.0 0.0875
C -3.1807 5.8498 0.2415 2.3 -1.7 0.9 -0.8609
O -2.4302 6.1688 -0.6501 0.8 0.9 -2.4 0.0341
N -2.8813 4.9682 1.1223 2.1 -4.3 2.9 0.2029
N -4.3483 6.3449 0.4570 -3.3 3.4 -1.6 0.1777
H -3.3436 4.8631 2.0170 0.0 0.2 0.1 0.0529
H -2.0189 4.4485 1.0718 0.0 0.4 -0.2 0.0952
H -4.9111 6.1902 1.2777 0.3 0.4 -0.1 0.1262
H -4.1911 7.2055 -0.0539 -2.0 0.9 0.5 0.1327
C -3.1732 -0.4674 -3.7899 0.2 1.3 0.1 -0.7878
O -3.3610 -1.4480 -4.4224 0.2 -4.0 -2.2 0.0600
N -1.9893 0.1030 -3.5593 2.4 0.0 0.2 0.1920
N -4.1603 0.2219 -3.2999 -2.6 2.1 1.7 0.1733
H -1.2298 -0.3663 -4.0309 0.2 0.2 0.1 0.0615
H -1.9117 1.0597 -3.2513 0.0 -0.2 -0.2 0.0758
H -3.8920 1.0475 -2.7795 -0.8 0.1 0.1 0.0451
H -5.1006 -0.1366 -3.3470 0.3 0.0 0.1 0.1141
C 1.1638 -5.3632 2.1257 0.6 1.7 -1.0 -0.7328
O 0.3677 -4.4872 1.8408 -0.9 1.1 -0.5 0.0076
N 2.4240 -5.3069 1.7441 3.4 -0.4 0.0 0.2060
N 0.8340 -6.4535 2.7492 -1.4 -2.6 1.7 0.2060
H 3.0621 -5.8774 2.2793 0.1 -0.1 -0.3 0.1176
H 2.8907 -4.5252 1.3122 -0.8 0.2 0.0 0.0990
H -0.1487 -6.5814 2.9392 0.2 -0.1 0.3 0.1369
H 1.4750 -7.2091 2.9339 -0.2 0.1 -0.1 0.1327
C -3.5890 3.5393 4.0002 -1.2 -1.6 -0.8 -0.7837
O -3.6040 4.6869 3.7388 0.0 5.5 0.1 0.0547
N -4.5921 2.8838 4.5370 -2.0 -2.0 1.4 0.1913
N -2.6502 2.7339 3.5888 4.1 -1.6 -1.2 0.1700
H -5.5143 3.2683 4.6676 0.2 -0.1 -0.2 0.1216
H -4.4187 1.9039 4.3738 -1.2 -0.1 0.7 0.0908
H -2.7165 1.7467 3.3737 -0.3 0.3 0.9 0.0423
H -1.6967 3.0742 3.6161 -0.1 0.2 -0.3 0.0620
C -0.0020 -2.9690 -4.5493 0.2 1.9 -0.4 -0.7424
O 0.0968 -1.7806 -4.8132 0.2 1.8 -0.8 0.0085
N -1.0581 -3.6610 -4.8319 -3.6 -2.2 -1.3 0.2014
N 0.9145 -3.6389 -3.9241 2.4 -2.0 2.0 0.1798
H -1.8118 -3.2684 -5.3763 0.0 0.4 0.4 0.1154
H -1.0420 -4.6668 -4.7690 0.0 0.2 0.0 0.1098
H 1.8759 -3.3242 -3.9082 -0.6 0.0 -0.2 0.0601
H 0.6388 -4.4981 -3.4716 0.5 -0.1 0.1 0.0793
C -4.5535 3.4872 -2.5929 -1.8 2.1 -1.3 -0.7067
O -3.5296 2.8633 -2.5082 1.9 -1.3 0.5 0.0269
N -4.7519 4.6681 -1.9883 1.2 0.1 1.2 0.1759
N -5.5297 3.2327 -3.4792 -0.6 -1.5 -0.4 0.1655
H -3.8442 4.9847 -1.6754 -0.4 0.9 0.6 0.0709
H -5.6300 5.1382 -1.8440 0.4 0.0 -0.1 0.1098
H -6.3183 3.8585 -3.4902 0.1 -0.4 -0.7 0.1054
H -5.2944 2.5409 -4.1746 -0.7 0.0 -0.1 0.1064
```
Forces are in eV/Å.

Results
Total energy   -4060.3248 a.u.
Strongest force on any atom   0.110 hartree/bohr
Lowest unoccupied orbital energy   -2.36 eV
Total charge   +1
Kohn-Sham gap   7.282 eV